No. 1
{"formula": "C6H12O", "method": "the ωB97M-V functional and the def2-TZVPD basis", "e_lumo_ev": 1.03, "gap_ha": 0.38452, "relative_energy_kcal_mol": 34.7, "multiplicity": 1, "total_energy_ev": -8462.850, "species": ["C", "C", "C", "C", "C", "C", "O", "H", "H", "H", "H", "H", "H", "H", "H", "H", "H", "H", "H"], "positions_angstrom": [[-0.893, -1.852, -0.378], [-0.414, -0.558, 0.296], [-1.598, 0.270, 0.823], [0.338, 0.327, -0.660], [0.818, 1.646, -0.127], [1.803, 0.617, -0.670], [2.700, 0.015, 0.215], [-0.109, -2.616, -0.440], [-1.737, -2.282, 0.172], [-1.232, -1.654, -1.402], [0.259, -0.831, 1.124], [-2.185, -0.294, 1.550], [-2.241, 0.550, -0.022], [-1.309, 1.216, 1.301], [-0.102, 0.393, -1.654], [0.429, 2.569, -0.554], [0.830, 1.692, 0.966], [2.276, 0.653, -1.649], [2.365, 0.139, 1.111]], "forces_ev_per_angstrom": [[-0.07, -0.06, -0.01], [-0.08, -0.02, 0.08], [-0.17, -0.11, 0.06], [-0.21, -0.06, -0.06], [0.22, 0.13, -0.01], [-0.11, 0.21, -0.22], [-0.12, -0.05, 0.30], [-0.05, 0.23, 0.03], [0.13, -0.02, -0.05], [-0.02, 0.02, 0.19], [-0.20, 0.10, -0.02], [-0.09, -0.02, -0.09], [-0.03, -0.16, 0.15], [0.14, -0.36, -0.10], [-0.05, -0.06, 0.11], [0.65, -0.12, -0.26], [0.09, -0.02, -0.26], [-0.16, 0.45, 0.22], [0.13, -0.07, -0.06]], "nbo_charge": [-0.60, -0.22, -0.60, -0.26, -0.47, 0.11, -0.69, 0.22, 0.21, 0.20, 0.19, 0.21, 0.20, 0.21, 0.21, 0.23, 0.20, 0.20, 0.46]}

No. 2
{"formula": "C17H23F5NO2P2PtS", "method": "the ωB97M-V functional and the def2-TZVPD basis", "e_lumo_ev": [-9.77, -14.13], "gap_ha": [0.24854, 0.16810], "multiplicity": 5, "total_charge": 3, "total_energy_ev": -69802.782, "species": ["Pt", "P", "C", "C", "N", "C", "C", "C", "C", "C", "P", "H", "H", "H", "H", "H", "H", "H", "H", "O", "H", "H", "O", "H", "C", "H", "H", "H", "C", "H", "H", "H", "C", "H", "H", "H", "C", "H", "H", "H", "F", "C", "C", "F", "C", "F", "C", "S", "C", "F", "C", "F"], "positions_angstrom": [[-0.109, -0.020, 0.051], [0.024, -0.494, -2.171], [-1.269, 0.543, -2.801], [-2.279, 0.968, -1.907], [-2.024, 0.882, -0.551], [-2.885, 1.311, 0.384], [-4.152, 1.759, 0.015], [-4.471, 1.846, -1.341], [-3.536, 1.494, -2.298], [-2.453, 1.238, 1.839], [-0.619, 1.206, 1.961], [-3.726, 1.552, -3.365], [-4.848, 2.022, 0.807], [-5.461, 2.185, -1.643], [-2.861, 2.078, 2.411], [-2.835, 0.318, 2.311], [-0.432, 2.707, -3.259], [-1.437, 0.685, -3.872], [1.161, 3.273, -1.868], [0.170, 3.468, -3.130], [-0.005, 4.089, -3.858], [1.038, 1.089, -0.365], [1.749, 2.907, -1.157], [1.701, 3.564, -0.433], [-0.111, 2.949, 1.871], [-0.603, 3.522, 2.664], [0.976, 2.987, 1.997], [-0.378, 3.361, 0.893], [-0.175, 0.579, 3.601], [0.908, 0.671, 3.734], [-0.692, 1.170, 4.369], [-0.465, -0.474, 3.693], [-0.373, -2.226, -2.494], [-0.526, -2.359, -3.573], [0.458, -2.855, -2.153], [-1.285, -2.490, -1.941], [1.586, -0.146, -2.992], [2.340, -0.849, -2.618], [1.457, -0.277, -4.073], [1.900, 0.878, -2.753], [3.677, -5.635, -1.837], [3.148, -4.643, -1.087], [1.832, -4.744, -0.623], [1.086, -5.831, -0.938], [1.298, -3.718, 0.153], [0.017, -3.821, 0.588], [2.041, -2.562, 0.456], [1.343, -1.236, 1.328], [3.367, -2.492, -0.019], [4.087, -1.373, 0.230], [3.924, -3.521, -0.774], [5.206, -3.444, -1.206]], "forces_ev_per_angstrom": [[-0.13, 1.37, 0.53], [0.98, -0.27, -0.12], [-0.94, -0.07, -0.24], [-0.47, 0.39, 0.58], [0.52, -0.61, 0.20], [0.28, -0.41, -0.07], [-0.05, 0.18, -0.17], [-0.31, 0.04, 0.29], [0.71, -0.33, -0.37], [-0.04, -0.25, -0.23], [-0.29, 0.66, 0.64], [-0.24, 0.14, 0.18], [-0.03, 0.08, -0.31], [0.22, -0.02, 0.04], [0.04, -0.09, -0.08], [0.01, 0.17, -0.19], [0.45, 0.82, -0.04], [0.10, -0.12, 0.21], [0.53, -0.14, 0.36], [-0.93, -0.49, -0.63], [0.17, -0.16, 0.28], [-0.18, 0.04, 0.06], [-0.53, 0.27, 0.65], [0.28, -0.42, -0.62], [0.07, -0.27, -0.04], [0.12, -0.08, -0.07], [-0.14, 0.13, 0.01], [0.02, -0.07, 0.16], [-0.15, 0.06, -0.11], [-0.17, 0.02, 0.08], [0.18, -0.13, -0.11], [0.03, 0.20, 0.05], [-0.40, 0.01, -0.30], [0.01, -0.22, 0.24], [-0.14, 0.18, -0.20], [0.19, -0.05, -0.25], [-0.19, 0.12, -0.28], [-0.12, 0.14, -0.14], [0.24, 0.05, 0.16], [0.00, -0.18, -0.11], [-0.90, 1.63, 1.25], [1.05, -1.53, -1.20], [-0.12, -3.59, -1.83], [1.63, 2.56, 0.81], [-2.14, 1.88, 1.91], [2.39, 0.16, -0.88], [-0.14, -0.89, -0.48], [0.07, 0.16, 0.21], [-0.27, 3.25, 1.67], [-1.28, -2.30, -0.54], [3.01, -1.96, -2.01], [-2.97, -0.04, 1.03]], "lowdin_charge": [0.73, 0.67, -0.15, -0.32, -0.05, -0.29, 0.05, 0.03, 0.05, -0.23, 0.70, 0.14, 0.15, 0.15, 0.12, 0.12, 0.03, 0.12, -0.01, -0.03, 0.10, 0.03, -0.11, 0.05, -0.21, 0.08, 0.07, 0.06, -0.24, 0.06, 0.08, 0.06, -0.20, 0.08, 0.03, 0.07, -0.20, 0.05, 0.08, 0.05, 0.19, -0.06, -0.03, 0.22, -0.15, 0.16, -0.45, 0.83, -0.12, 0.18, -0.01, 0.23]}

No. 3
{"formula": "C34H53CdN2O2P2", "method": "the ωB97M-V functional and the def2-TZVPD basis", "e_lumo_ev": -2.50, "gap_ha": 0.25435, "relative_energy_kcal_mol": 0.0, "multiplicity": 1, "total_charge": 1, "total_energy_ev": -66329.827, "species": ["C", "C", "C", "C", "C", "H", "H", "H", "N", "P", "P", "C", "H", "H", "C", "H", "C", "C", "C", "C", "C", "H", "H", "H", "C", "H", "H", "H", "C", "H", "H", "H", "C", "H", "H", "H", "C", "H", "H", "H", "C", "H", "H", "H", "C", "H", "H", "H", "C", "H", "H", "H", "C", "H", "H", "H", "C", "H", "H", "H", "C", "H", "H", "H", "C", "H", "H", "H", "Cd", "C", "O", "N", "C", "C", "C", "C", "C", "H", "C", "H", "C", "H", "H", "H", "C", "C", "C", "O", "H", "H", "H", "H", "H", "H"], "positions_angstrom": [[-2.479, 0.257, -2.009], [-1.281, -1.743, -2.128], [-3.394, -0.196, -2.965], [-2.127, -2.237, -3.121], [-3.212, -1.456, -3.528], [-4.199, 0.471, -3.269], [-1.916, -3.209, -3.564], [-3.883, -1.827, -4.300], [-1.563, -0.583, -1.514], [-0.758, 2.267, -0.961], [0.261, -2.557, 0.155], [-2.434, 1.712, -1.542], [-2.747, 2.362, -2.373], [-3.159, 1.868, -0.729], [0.012, -2.423, -1.731], [0.076, -3.430, -2.164], [1.958, -3.372, 0.419], [-1.089, -3.649, 0.842], [0.103, 2.782, -2.576], [-1.075, 3.758, 0.165], [2.968, -2.244, 0.715], [2.672, -1.676, 1.607], [3.956, -2.694, 0.902], [3.061, -1.538, -0.120], [1.961, -4.309, 1.637], [1.687, -3.780, 2.557], [1.307, -5.177, 1.508], [2.984, -4.690, 1.769], [2.396, -4.155, -0.828], [3.304, -4.723, -0.575], [1.641, -4.875, -1.164], [2.641, -3.490, -1.665], [-1.015, -3.467, 2.381], [-0.623, -2.478, 2.664], [-2.024, -3.553, 2.807], [-0.394, -4.235, 2.857], [-2.468, -3.143, 0.378], [-2.550, -2.055, 0.504], [-2.673, -3.396, -0.667], [-3.240, -3.612, 1.009], [-0.907, -5.113, 0.390], [-0.131, -5.251, -0.373], [-0.682, -5.768, 1.242], [-1.847, -5.476, -0.051], [0.284, 4.314, 0.644], [0.143, 4.870, 1.584], [1.015, 3.515, 0.839], [0.720, 5.018, -0.079], [-1.866, 3.276, 1.393], [-2.869, 2.920, 1.131], [-1.337, 2.492, 1.948], [-1.991, 4.135, 2.072], [-1.889, 4.864, -0.532], [-2.417, 5.450, 0.238], [-1.255, 5.575, -1.076], [-2.656, 4.468, -1.213], [0.217, 1.574, -3.541], [0.129, 1.922, -4.581], [1.183, 1.070, -3.413], [-0.557, 0.821, -3.376], [1.534, 3.231, -2.233], [2.072, 2.431, -1.703], [2.068, 3.435, -3.173], [1.564, 4.142, -1.627], [-0.663, 3.902, -3.295], [-1.707, 3.636, -3.498], [-0.641, 4.848, -2.745], [-0.177, 4.082, -4.265], [0.160, 0.119, 0.192], [-2.030, -0.060, 1.400], [-2.944, 0.147, 2.055], [1.563, -0.473, -1.513], [1.215, -1.473, -2.205], [1.894, -1.873, -3.508], [3.158, -1.329, -3.761], [1.321, -2.758, -4.437], [3.882, -1.711, -4.896], [3.560, -0.610, -3.042], [2.029, -3.115, -5.589], [0.323, -3.166, -4.271], [3.315, -2.607, -5.819], [4.884, -1.314, -5.060], [1.571, -3.796, -6.308], [3.866, -2.901, -6.710], [1.644, 2.094, 3.777], [0.524, 1.124, 3.566], [-0.595, 1.166, 4.554], [0.530, 0.308, 2.609], [1.621, 2.466, 4.810], [1.535, 2.949, 3.090], [2.606, 1.609, 3.566], [-1.450, 1.726, 4.145], [-0.937, 0.161, 4.819], [-0.264, 1.687, 5.460]], "forces_ev_per_angstrom": [[-0.17, -0.66, 0.00], [-0.35, -0.24, 0.44], [0.25, 0.48, 0.06], [0.02, 0.25, -0.19], [0.24, -0.26, 0.30], [0.15, -0.20, -0.16], [-0.12, 0.28, -0.01], [0.06, 0.11, 0.20], [0.70, 0.54, -0.62], [0.10, 0.24, -0.09], [-0.16, 0.60, -0.42], [-0.34, -0.04, 0.13], [-0.03, -0.28, 0.28], [0.16, 0.01, -0.15], [0.16, -0.23, 0.58], [-0.06, 0.31, -0.07], [-0.11, 0.11, -0.18], [0.33, -0.03, -0.09], [0.10, 0.06, 0.14], [0.03, 0.04, -0.48], [0.13, 0.04, -0.19], [0.04, -0.13, -0.09], [-0.25, 0.10, -0.02], [-0.02, -0.23, 0.21], [0.02, -0.08, 0.04], [0.07, -0.11, -0.17], [0.17, 0.22, 0.07], [-0.22, 0.13, -0.05], [0.26, -0.06, 0.02], [-0.17, 0.13, -0.12], [0.21, 0.10, 0.05], [-0.06, -0.17, 0.19], [-0.18, -0.20, 0.15], [-0.08, -0.21, -0.06], [0.20, -0.04, -0.04], [-0.14, 0.28, -0.12], [0.03, 0.10, 0.10], [-0.11, -0.37, -0.16], [0.04, 0.12, 0.22], [0.20, 0.09, -0.25], [-0.53, -0.48, 0.04], [-0.23, 0.04, 0.28], [-0.02, 0.11, -0.30], [0.26, -0.01, 0.13], [0.02, 0.14, 0.10], [-0.02, -0.11, -0.24], [-0.14, 0.16, -0.07], [-0.14, -0.32, 0.26], [-0.01, 0.12, 0.00], [0.19, 0.01, 0.09], [-0.03, 0.06, -0.14], [0.02, -0.27, -0.19], [-0.28, 0.38, 0.31], [0.12, -0.12, -0.22], [-0.22, -0.32, 0.13], [0.21, 0.13, 0.18], [-0.03, -0.21, 0.08], [0.06, -0.05, 0.32], [-0.31, 0.07, 0.01], [0.09, 0.08, -0.19], [0.07, 0.05, 0.01], [-0.12, 0.16, -0.17], [-0.10, -0.06, 0.22], [0.01, -0.17, -0.22], [0.17, 0.25, -0.02], [0.20, 0.09, -0.03], [0.00, -0.26, -0.19], [-0.12, -0.07, 0.23], [0.88, -0.58, -1.05], [-2.47, 0.73, 1.91], [1.88, -0.54, -1.36], [-0.36, -0.53, -0.58], [0.01, 0.43, 0.63], [-0.23, 0.04, 0.21], [0.23, -0.16, -0.30], [0.41, 0.18, 0.05], [-0.45, -0.16, -0.03], [-0.11, -0.32, -0.22], [0.17, 0.18, 0.07], [0.31, 0.09, -0.07], [-0.26, 0.17, 0.46], [-0.28, -0.08, 0.01], [0.17, 0.19, 0.18], [-0.10, 0.05, 0.20], [0.26, 0.10, 0.11], [0.16, -1.39, -1.73], [-0.16, -0.02, 0.51], [-0.16, 1.74, 1.82], [0.18, -0.01, -0.42], [-0.01, -0.26, 0.19], [-0.23, 0.15, -0.02], [0.20, -0.15, -0.02], [0.02, 0.15, -0.20], [-0.25, -0.18, -0.19]], "lowdin_charge": [-0.34, -0.32, -0.01, -0.02, -0.02, 0.12, 0.12, 0.12, 0.03, 1.05, 1.08, -0.26, 0.08, 0.08, -0.32, 0.09, -0.66, -0.67, -0.66, -0.68, -0.12, 0.07, 0.09, 0.05, -0.09, 0.08, 0.06, 0.10, -0.07, 0.10, 0.07, 0.07, -0.10, 0.05, 0.08, 0.07, -0.10, 0.02, 0.08, 0.10, -0.08, 0.06, 0.08, 0.09, -0.10, 0.09, 0.06, 0.07, -0.12, 0.08, 0.03, 0.10, -0.08, 0.09, 0.07, 0.08, -0.07, 0.10, 0.06, 0.06, -0.10, 0.07, 0.10, 0.06, -0.09, 0.08, 0.06, 0.10, 1.16, -0.07, 0.11, -0.06, -0.47, -0.20, -0.05, -0.04, -0.07, 0.11, -0.08, 0.09, -0.08, 0.10, 0.10, 0.10, 0.00, -0.45, -0.01, -0.13, 0.09, 0.09, 0.10, 0.09, 0.10, 0.09]}

No. 4
{"formula": "C5H21NO7", "method": "the ωB97M-V functional and the def2-TZVPD basis", "e_lumo_ev": [-3.94, -8.38], "gap_ha": [0.34547, 0.18208], "relative_energy_kcal_mol": 92.1, "multiplicity": 2, "total_charge": 1, "total_energy_ev": -21334.518, "species": ["C", "N", "C", "C", "C", "O", "C", "O", "H", "H", "H", "H", "H", "H", "H", "H", "H", "H", "H", "H", "H", "O", "H", "H", "O", "H", "H", "O", "H", "H", "O", "H", "H", "O"], "positions_angstrom": [[-3.242, -0.137, 0.360], [-2.299, -1.129, -0.005], [-1.001, -0.795, -0.643], [-0.917, 0.234, -1.835], [-1.309, -0.237, -3.131], [-0.486, -0.656, -3.933], [-0.113, -0.268, 0.502], [0.461, 0.969, 0.066], [-3.933, 0.033, -0.395], [-2.853, 0.832, 0.695], [-3.952, -0.412, 1.300], [-2.714, -2.094, -0.382], [-0.860, -1.780, -1.141], [0.114, 0.834, -1.831], [-1.480, 1.222, -1.607], [-2.333, -0.077, -3.482], [0.457, -1.014, 1.111], [-0.511, 0.154, 1.417], [1.461, 1.042, -0.077], [1.938, -0.908, -2.128], [1.718, -0.601, -3.681], [2.446, -0.881, -3.001], [0.210, 2.993, 3.477], [0.257, 1.668, 2.581], [-0.324, 2.318, 2.959], [0.893, 3.390, 0.753], [1.436, 2.213, 1.470], [1.474, 3.191, 1.514], [3.355, -1.600, -0.305], [3.358, -2.659, 0.953], [2.974, -1.919, 0.554], [0.482, -1.941, 4.006], [0.236, -0.565, 4.365], [0.743, -1.222, 4.518]], "forces_ev_per_angstrom": [[-0.81, 0.09, 4.80], [-1.47, -0.99, -2.77], [-0.52, -1.06, -0.32], [0.38, 4.19, 2.79], [0.97, -0.79, -3.35], [-0.99, 0.23, 0.98], [1.59, 0.83, 1.49], [3.06, 0.09, 0.36], [-1.43, 0.09, -1.94], [0.68, -0.37, -0.47], [1.67, -0.10, -2.08], [0.95, 2.49, 1.53], [1.43, 0.56, 0.77], [-1.78, -2.44, -0.23], [0.09, -1.76, -0.09], [-0.40, -0.24, 0.12], [0.82, 0.12, -1.85], [-2.37, -0.32, -0.18], [-1.81, -0.93, 0.21], [0.93, -0.04, -1.94], [1.85, -0.88, 1.85], [-2.83, 0.83, 0.19], [-0.67, -1.51, -1.30], [0.54, 0.14, 0.36], [-0.99, 0.79, 1.80], [0.32, 0.34, 0.65], [0.42, 1.16, 0.21], [0.46, -0.64, -1.50], [0.13, -1.31, 1.53], [1.49, -1.64, 0.20], [-1.66, 3.02, -1.84], [-0.70, -1.84, -1.17], [-5.66, 7.21, -1.54], [6.32, -5.32, 2.72]], "nbo_charge": [-0.51, -0.13, -0.11, -0.56, 0.38, -0.47, -0.14, -0.75, 0.28, 0.27, 0.30, 0.44, 0.24, 0.33, 0.26, 0.14, 0.27, 0.23, 0.52, 0.44, 0.50, -0.94, 0.51, 0.44, -0.95, 0.47, 0.44, -0.91, 0.50, 0.49, -0.99, 0.46, 0.45, -0.90]}